1.
{
  "formula": "C6H9N",
  "method": "ωB97M-V with the def2-TZVPD basis set",
  "symbols": ["C", "C", "C", "C", "C", "C", "N", "H", "H", "H", "H", "H", "H", "H", "H", "H"],
  "coordinates": [[-2.026, 0.226, -0.830], [-1.829, 0.277, 0.455], [1.527, -0.999, -0.631], [-3.243, 0.267, -0.040], [2.287, 0.629, 1.102], [1.870, 0.149, -0.216], [1.033, -1.977, -1.088], [-1.520, 0.369, -1.787], [-3.748, 1.277, -0.047], [-3.746, -0.722, 0.025], [1.588, 0.072, 1.841], [2.256, 1.637, 1.246], [3.356, 0.395, 1.411], [1.823, 0.879, -1.041], [-1.202, 0.177, 1.331], [1.573, -2.655, -1.731]],
  "lowdin_charge": [-0.113, -0.068, -0.275, -0.191, -0.117, -0.205, 0.141, 0.099, 0.095, 0.087, 0.105, 0.024, 0.091, 0.123, 0.087, 0.117],
  "largest_force_ev_per_a": 4.9,
  "orbital_gap_ev": 9.34,
  "total_charge": 0,
  "total_energy_ev": -7852.7875,
  "multiplicity": 1,
  "lumo_ev": 0.9,
  "relative_energy_kcal_mol": 123.9,
  "smiles": "C1=CC1.CC=C=N"
}

2.
{
  "formula": "C6H9N",
  "method": "ωB97M-V with the def2-TZVPD basis set",
  "symbols": ["C", "C", "C", "C", "C", "C", "N", "H", "H", "H", "H", "H", "H", "H", "H", "H"],
  "coordinates": [[1.329, 1.173, 0.055], [1.179, -0.058, -0.801], [-1.422, -0.467, 1.520], [-2.403, -0.067, 0.719], [0.111, -0.331, -1.552], [2.273, -1.002, -0.778], [3.149, -1.758, -0.736], [2.032, 1.880, -0.400], [1.717, 0.916, 1.047], [0.361, 1.667, 0.177], [-0.977, 0.198, 2.257], [-1.012, -1.472, 1.464], [-2.840, -0.734, -0.021], [-2.806, 0.942, 0.764], [0.048, -1.234, -2.151], [-0.740, 0.344, -1.564]],
  "lowdin_charge": [-0.063, -0.370, -0.088, -0.094, 0.064, -0.203, 0.150, 0.087, 0.086, 0.073, 0.052, 0.057, 0.052, 0.051, 0.080, 0.067],
  "largest_force_ev_per_a": 1.1,
  "orbital_gap_ev": 10.61,
  "total_charge": 0,
  "total_energy_ev": -7856.1417,
  "multiplicity": 1,
  "lumo_ev": 0.7,
  "relative_energy_kcal_mol": 46.5,
  "smiles": "C=C(C)C#N.C=C"
}